A cluster of 2 separate species, C4H6Cl2N3S in total, computed with ωB97M-V/def2-TZVPD.

The geometry in XYZ format:
```
16
Properties=species:S:1:pos:R:3:mulliken_charge:R:1
C -1.52 -1.47 1.27 -0.167
C -0.87 -0.30 1.54 0.326
C 1.10 0.04 -0.69 0.085
C -1.11 0.65 0.54 -0.001
N -2.07 0.15 -0.35 -0.079
N 2.18 0.13 0.04 -0.200
N 1.29 0.29 -2.00 -0.338
S -2.34 -1.44 -0.18 0.126
Cl 0.24 0.19 2.82 -0.123
Cl -0.76 2.29 0.54 -0.028
H -1.53 -2.36 1.99 0.369
H -2.40 0.61 -1.25 0.322
H 2.10 0.29 0.98 0.129
H 3.11 0.11 -0.34 0.195
H 0.40 0.52 -2.55 0.225
H 2.18 0.30 -2.36 0.161
```

As for the net charge: +1. For the frontier orbital gap, the calculation gives 7.7 eV. The calculated total energy comes out at -44586.7456 eV. As for the energy above the lowest of the compared OMol25 structures with the same formula, charge and spin: 29.2 kcal/mol.

=====

A structure of composition H22HeO11, computed with ωB97M-V/def2-TZVPD.

The geometry in XYZ format:
```
34
Properties=species:S:1:pos:R:3:mulliken_charge:R:1
He -7.65 -18.63 -12.03 0.016
O -5.57 -19.55 -8.35 -0.635
H -4.68 -19.53 -8.70 0.288
H -5.91 -18.67 -8.51 0.417
O -8.75 -16.39 -9.62 -0.735
H -8.89 -17.26 -9.99 0.369
H -8.47 -16.56 -8.72 0.353
O -4.81 -16.09 -11.84 -0.687
H -4.01 -16.61 -11.77 0.318
H -5.39 -16.46 -11.17 0.374
O -6.05 -16.92 -9.46 -0.830
H -5.72 -16.34 -8.77 0.330
H -6.95 -16.63 -9.60 0.424
O -9.25 -19.40 -10.16 -0.628
H -8.73 -19.68 -10.91 0.300
H -10.15 -19.57 -10.42 0.309
O -8.77 -16.40 -15.82 -0.673
H -7.86 -16.63 -15.99 0.408
H -9.08 -17.06 -15.21 0.352
O -4.95 -18.01 -13.85 -0.766
H -5.22 -18.93 -13.77 0.419
H -5.43 -17.56 -13.16 0.324
O -9.44 -18.57 -13.94 -0.705
H -8.90 -19.15 -14.48 0.411
H -10.23 -18.43 -14.46 0.320
O -8.12 -20.54 -15.43 -0.683
H -8.15 -20.51 -16.39 0.268
H -8.69 -21.28 -15.19 0.330
O -6.03 -20.61 -13.50 -0.725
H -5.29 -20.75 -14.10 0.318
H -6.79 -20.55 -14.06 0.404
O -6.23 -17.30 -16.06 -0.693
H -5.54 -17.05 -16.67 0.277
H -5.78 -17.38 -15.22 0.430
```

As for the net charge: 0. For the frontier orbital gap, the calculation gives 9.9 eV. The calculated total energy comes out at -22959.1214 eV. As for the energy above the lowest of the compared OMol25 structures with the same formula, charge and spin: 22.3 kcal/mol.

=====

A structure of composition C17H16F4IrN3, computed with ωB97M-V/def2-TZVPD.

The geometry in XYZ format:
```
41
Properties=species:S:1:pos:R:3:mulliken_charge:R:1
Ir 0.24 0.45 0.35 0.775
C 2.65 0.01 -1.27 -0.856
N 2.17 -0.46 0.05 -0.134
C 3.13 -0.09 1.10 -0.823
C 1.91 -1.91 0.07 -1.122
C 0.72 -2.32 -0.79 -0.585
N -0.31 -1.30 -0.71 -0.128
C -1.52 -1.45 -1.25 -0.004
C -2.47 -0.40 -1.08 0.528
F -2.07 0.68 -0.39 -0.269
C -3.75 -0.47 -1.56 -0.109
F -4.58 0.53 -1.34 -0.249
C -4.19 -1.60 -2.25 -0.244
C -3.30 -2.64 -2.45 -0.095
F -3.68 -3.72 -3.11 -0.238
C -2.00 -2.59 -1.98 0.905
F -1.21 -3.61 -2.22 -0.252
H 3.58 -0.50 -1.53 0.367
H 2.84 1.08 -1.23 0.368
H 1.91 -0.19 -2.04 0.288
H 4.11 -0.53 0.89 0.408
H 2.80 -0.46 2.07 0.334
H 3.24 0.99 1.15 0.263
H 1.73 -2.20 1.11 0.466
H 2.80 -2.45 -0.28 0.380
H 0.35 -3.26 -0.39 0.560
H 1.01 -2.50 -1.82 0.536
H -5.20 -1.66 -2.63 0.531
N 0.21 2.39 0.70 -0.549
C 0.53 3.51 0.62 0.583
C 0.87 4.86 0.57 0.633
C -0.12 5.85 0.51 -0.395
C 0.25 7.17 0.36 -0.624
C 1.60 7.50 0.28 -0.340
C 2.59 6.52 0.34 -0.642
C 2.24 5.20 0.49 -0.388
H -1.16 5.57 0.59 0.461
H -0.50 7.94 0.31 0.417
H 1.89 8.54 0.16 0.420
H 3.63 6.80 0.26 0.414
H 2.99 4.43 0.55 0.410
```

As for the net charge: +2. For the frontier orbital gap (alpha / beta), the calculation gives 5.3 / 5.3 eV. The calculated total energy comes out at -36048.2962 eV.

=====

A structure of composition C22H18Cl3F3GeN8S2Zr, computed with ωB97M-V/def2-TZVPD.

The geometry in XYZ format:
```
58
Properties=species:S:1:pos:R:3:lowdin_spin:R:1
Zr -0.64 -0.26 0.25 0.019
C -1.17 -1.06 2.67 0.002
C -0.72 -2.32 2.21 0.003
C 0.58 -2.74 2.49 0.001
C 1.42 -1.93 3.25 0.000
C 0.98 -0.71 3.72 0.001
C -0.30 -0.26 3.43 0.000
H -2.22 -0.78 2.56 0.001
H -1.40 -2.99 1.72 0.001
H 0.91 -3.71 2.15 0.000
H 2.42 -2.28 3.49 0.000
H 1.63 -0.10 4.34 0.000
H -0.65 0.68 3.83 0.000
S -3.34 6.01 3.96 0.000
N -1.84 5.46 3.80 0.000
C -1.90 4.42 2.98 0.000
C -0.78 3.63 2.53 0.000
C 0.55 3.92 2.85 0.001
C 1.55 3.13 2.31 0.000
C 1.21 2.06 1.50 0.000
N -0.06 1.76 1.20 0.001
C -1.05 2.55 1.69 0.001
C -2.40 2.25 1.24 0.000
N -2.55 1.18 0.41 0.001
C -3.75 1.00 -0.15 0.000
C -4.86 1.80 0.13 0.000
C -4.74 2.82 1.04 0.000
C -3.48 3.07 1.60 0.000
C -3.22 4.15 2.52 0.000
N -4.12 4.99 3.00 0.000
H 0.77 4.76 3.50 0.000
H 2.59 3.34 2.50 0.000
H 1.97 1.43 1.07 0.000
H -3.85 0.19 -0.85 -0.001
H -5.80 1.59 -0.36 0.000
H -5.57 3.45 1.32 0.000
C 1.83 -0.70 -6.29 0.000
C 1.33 0.06 -5.13 0.002
N 1.77 1.20 -4.71 0.001
N 1.00 1.51 -3.64 0.002
C 0.09 0.60 -3.35 0.006
S -1.13 0.78 -2.15 0.107
N 0.28 -0.35 -4.30 0.003
N -0.50 -1.50 -4.48 0.083
H 2.64 -0.14 -6.74 0.000
H 1.05 -0.85 -7.03 0.000
H 2.21 -1.68 -5.99 0.000
H 1.16 2.37 -3.13 0.001
H 0.13 -2.30 -4.61 0.001
H -1.07 -1.40 -5.32 0.000
Cl -2.29 -4.10 -3.25 0.185
Ge -1.86 -2.14 -2.55 0.387
Cl 0.18 -2.28 -1.55 0.054
Cl -2.68 -1.89 -0.25 0.131
F 1.26 -0.44 0.39 0.002
C 3.37 0.76 -1.40 0.000
F 4.60 0.48 -1.21 0.000
F 2.91 -0.19 -2.18 0.000
```

As for the net charge: +3. For the frontier orbital gap (alpha / beta), the calculation gives 6.7 / 5.0 eV. The calculated total energy comes out at -160193.0372 eV. As for the multiplicity: 2. As for the energy above the lowest of the compared OMol25 structures with the same formula, charge and spin: 4.2 kcal/mol.

=====

An isolated molecule of C6H6O2, computed with ωB97M-V/def2-TZVPD.

The geometry in XYZ format:
```
14
Properties=species:S:1:pos:R:3:mulliken_charge:R:1
O 0.64 -0.08 -2.61 -0.532
C 0.31 0.63 -1.65 0.240
O 0.14 2.04 -1.73 -0.461
C -0.17 0.23 -0.35 0.456
C -1.09 0.68 0.58 -0.353
C -0.89 -0.23 1.76 -0.212
C -0.06 -1.22 1.49 -0.602
C 0.66 -1.06 0.09 -0.453
H 0.72 2.14 -2.54 0.339
H -1.76 1.63 0.28 0.294
H -1.09 -0.09 2.92 0.247
H 0.10 -1.91 2.19 0.522
H 0.72 -2.15 -0.49 0.271
H 1.77 -0.62 0.05 0.245
```

As for the net charge: 0. For the frontier orbital gap, the calculation gives 9.1 eV. The calculated total energy comes out at -10411.1720 eV. As for the energy above the lowest of the compared OMol25 structures with the same formula, charge and spin: 51.6 kcal/mol.

=====

The ion C5H14N2 with charge +1, computed with ωB97M-V/def2-TZVPD.

The geometry in XYZ format:
```
21
Properties=species:S:1:pos:R:3:lowdin_spin:R:1
C 1.39 0.18 -1.61 0.002
C 1.18 -0.37 -0.22 0.001
C -0.28 -0.67 0.18 0.001
C -1.08 0.62 0.12 0.032
C -2.93 1.72 1.27 0.599
N -1.93 0.81 1.28 0.252
N 2.01 -1.67 -0.09 0.000
H 0.94 1.14 -1.82 0.001
H 2.46 0.12 -1.81 0.000
H 0.87 -0.45 -2.35 0.000
H 1.63 0.30 0.52 0.000
H -0.40 -1.14 1.16 0.001
H -0.56 -1.50 -0.48 0.000
H -1.72 0.57 -0.77 0.004
H -0.44 1.50 -0.02 0.011
H -3.14 2.27 2.18 0.046
H -3.38 1.97 0.32 0.046
H -1.48 0.54 2.13 0.003
H 2.22 -2.29 -0.87 0.000
H 1.68 -2.27 0.67 0.000
H 2.95 -1.38 0.20 0.000
```

As for the net charge: +1. For the frontier orbital gap (alpha / beta), the calculation gives 5.3 / 9.5 eV. The calculated total energy comes out at -8383.5434 eV. As for the multiplicity: 2. As for the energy above the lowest of the compared OMol25 structures with the same formula, charge and spin: 20.0 kcal/mol.

=====

A structure of composition C26H35AsN6O6PtS, computed with ωB97M-V/def2-TZVPD.

The geometry in XYZ format:
```
76
Properties=species:S:1:pos:R:3:mulliken_charge:R:1
Pt 0.28 0.67 -0.45 1.278
C 5.26 -1.70 -0.31 -1.290
N 4.12 -1.29 0.50 0.579
C 4.46 -0.93 1.86 -0.938
C 2.93 -0.98 -0.13 -0.118
N 2.19 0.05 0.19 -0.072
C 2.73 1.13 0.93 -0.086
C 3.86 1.79 0.56 -0.473
C 4.39 2.81 1.37 -0.918
C 3.77 3.14 2.54 -0.916
C 2.55 2.51 2.92 1.129
C 1.90 2.86 4.13 -0.881
C 0.71 2.29 4.46 -0.977
C 0.09 1.38 3.58 -0.296
C 0.70 0.99 2.42 0.345
N -0.04 0.15 1.52 0.961
C -0.70 -0.88 2.02 -1.442
N -1.97 -1.17 1.62 1.175
C -2.92 -0.08 1.53 -0.699
C -2.34 -2.51 1.20 -1.096
N -0.15 -1.70 2.95 0.668
C 1.28 -1.79 3.11 -1.005
C -0.94 -2.31 4.00 -1.099
C 1.98 1.53 2.08 0.048
N 2.52 -1.92 -1.03 0.559
C 1.72 -1.65 -2.22 -1.408
C 2.80 -3.33 -0.82 -1.293
H 5.69 -2.63 0.06 0.331
H 6.04 -0.92 -0.26 0.379
H 4.97 -1.82 -1.34 0.362
H 4.89 -1.80 2.35 0.359
H 3.59 -0.60 2.42 0.225
H 5.19 -0.12 1.88 0.314
H 4.36 1.51 -0.37 0.557
H 5.29 3.33 1.07 0.407
H 4.17 3.91 3.19 0.430
H 2.36 3.61 4.77 0.426
H 0.20 2.58 5.37 0.410
H -0.91 1.03 3.79 0.526
H -3.68 0.03 3.33 0.348
H -3.87 -0.52 1.20 0.527
H -2.65 0.71 0.84 0.059
H -1.50 -3.19 1.36 0.389
H -2.58 -2.50 0.14 0.220
H -3.20 -2.88 1.77 0.342
H 1.75 -1.50 2.17 0.095
H 1.55 -2.83 3.33 0.600
H 1.65 -1.15 3.91 0.308
H -1.99 -2.12 3.83 0.335
H -0.65 -1.87 4.97 0.314
H -0.76 -3.38 4.05 0.325
H 1.74 -0.60 -2.47 0.375
H 0.69 -1.98 -2.09 0.357
H 2.16 -2.22 -3.05 0.414
H 3.17 -3.50 0.19 0.381
H 3.53 -3.71 -1.54 0.327
H 1.87 -3.89 -0.96 0.381
O -2.51 -0.80 -1.42 -0.617
As -1.82 0.88 -1.54 0.745
O -3.14 1.79 -1.22 -0.820
O -3.07 0.55 2.80 -0.537
C -1.39 0.74 -3.48 -0.566
C -2.14 -0.09 -4.29 -0.435
C -1.81 -0.25 -5.64 -0.615
C -0.72 0.41 -6.18 -0.518
C 0.05 1.24 -5.38 -0.605
C -0.30 1.40 -4.05 0.750
S 0.64 2.43 -2.97 1.065
O 1.30 1.38 -2.07 -0.988
O 1.66 3.15 -3.68 -0.742
O -0.36 3.16 -2.23 -0.684
H -3.47 -0.61 -1.41 0.321
H -2.97 -0.63 -3.87 0.394
H -2.42 -0.90 -6.26 0.381
H -0.47 0.28 -7.22 0.400
H 0.91 1.77 -5.77 0.510
```

As for the net charge: 0. For the frontier orbital gap, the calculation gives 8.0 eV. The calculated total energy comes out at -123676.2644 eV. As for the energy above the lowest of the compared OMol25 structures with the same formula, charge and spin: 0.0 kcal/mol.